Record 1
The following is a DFT calculation (ωB97M-V with the def2-TZVPD basis set) of the ion C7H8NO3 with charge +1 at a distorted geometry.

Summary:
**Multiplicity**: 1
**Lowest unoccupied orbital energy**: -0.155 hartree
**Energy above the lowest of the compared OMol25 structures with the same formula, charge and spin**: 319.6 kJ/mol
**DFT total energy**: -15011.6343 eV
**SMILES string**: COC(=O)O[n+]1ccccc1
**Orbital gap**: 0.385 hartree
**Net charge**: +1

Each line ends with the Löwdin charge.
Cartesian coordinates (Å):
C -1.34523 1.24804 -2.85710  -0.0214
C -2.01399 0.19752 -2.33103  -0.0090
C -0.05717 1.53602 -2.32949  0.0118
C -1.52283 -0.54550 -1.22878  0.0604
C 0.40735 0.76075 -1.29279  -0.0119
C 0.83003 -0.40950 1.56852  -0.4330
C 1.59459 -1.30568 3.61494  0.0897
N -0.33817 -0.18990 -0.77658  -0.0811
O 0.82856 0.75030 1.59142  0.2188
O 1.14500 -1.46296 2.20549  0.0770
O 0.23522 -1.02942 0.17469  0.0278
H -1.74998 1.98013 -3.59090  0.1448
H -3.06388 -0.06519 -2.59988  0.1444
H 0.45324 2.56476 -2.54334  0.1703
H -2.04631 -1.27818 -0.65794  0.1541
H 1.22941 1.09491 -0.62470  0.1594
H 1.21279 -0.39842 4.01388  0.1024
H 2.71957 -1.30098 3.52243  0.1373
H 1.48178 -2.14669 4.14117  0.0581

Record 2
The following is a DFT calculation (ωB97M-V with the def2-TZVPD basis set) of the ion C7H8NO5S with charge -1 at a distorted geometry.

Summary:
**Multiplicity**: 1
**Lowest unoccupied orbital energy (spin up / spin down)**: 0.061 / 0.072 hartree
**Energy above the lowest of the compared OMol25 structures with the same formula, charge and spin**: 585.7 kJ/mol
**DFT total energy**: -29947.0271 eV
**Orbital gap (spin up / spin down)**: 0.254 / 0.254 hartree
**Net charge**: -1

Each line ends with the Löwdin charge.
Cartesian coordinates (Å):
C 0.44456 1.94264 -1.16185  -0.1071
C 1.42399 1.43098 -0.38743  -0.0875
C -0.88597 1.81539 -0.73699  0.2018
C -0.75014 -0.76742 0.66303  -0.0386
C -1.99683 2.07284 0.12163  -0.6609
C 1.06551 0.78278 0.92957  -0.1157
C 1.56785 -1.47123 0.10624  -0.1024
N 0.51758 -0.65939 0.59111  -0.2303
O -2.68590 1.07721 0.57058  0.0937
O -0.68160 -2.08010 -1.56545  -0.3793
O -2.36204 3.22317 0.30772  0.0634
O -2.58017 -2.61934 -0.16906  -0.3907
O -0.40249 -3.51025 0.44029  -0.3977
S -1.13098 -2.40698 -0.21651  0.3966
H 0.60494 2.31359 -2.14284  0.0945
H 2.46184 1.54339 -0.69521  0.0988
H 1.85080 0.71897 1.66660  0.1068
H 0.27931 1.33389 1.39071  0.1020
H 1.37509 -1.59794 -1.00136  0.0971
H 2.56261 -0.83002 0.16847  0.1132
H 1.51855 -2.53703 0.59751  0.1190
H -2.19651 0.22485 0.52325  0.0233

Record 3
The following is a DFT calculation (ωB97M-V with the def2-TZVPD basis set) of an isolated molecule of C7H8O at a distorted geometry.

Summary:
**Multiplicity**: 1
**Lowest unoccupied orbital energy**: 0.028 hartree
**Energy above the lowest of the compared OMol25 structures with the same formula, charge and spin**: 418.7 kJ/mol
**DFT total energy**: -9431.9027 eV
**SMILES string**: C1=CC2=C(C1)COC2
**Orbital gap**: 0.335 hartree
**Net charge**: 0

Each line ends with the Löwdin charge.
Cartesian coordinates (Å):
C 1.51890 -1.13785 -0.07172  -0.1072
C 1.42312 1.23291 -0.03823  -0.2407
C 0.07542 0.72115 0.07020  -0.1893
C 0.05279 -0.59812 -0.12561  -0.1817
C -1.27916 -1.15106 -0.02667  -0.1324
C -2.06582 0.09258 0.01552  -0.1568
C -1.32046 1.15876 0.00190  -0.0590
H 2.06539 -1.71522 -0.92346  0.1266
H 2.00471 -1.79811 0.87135  0.1620
H 1.57175 1.98517 -0.95588  0.1707
H 1.54666 1.83011 0.87398  0.1291
H -1.25060 -1.60449 1.18209  0.2219
H -1.79078 -1.78017 -0.72736  0.1112
H -3.16962 0.31640 -0.05876  0.1250
H -1.51767 2.32910 -0.14670  0.1582
O 2.13539 0.11883 0.05935  -0.1376

Record 4
The following is a DFT calculation (ωB97M-V with the def2-TZVPD basis set) of an isolated molecule of C7H8O at a distorted geometry.

Summary:
**Multiplicity**: 1
**Lowest unoccupied orbital energy**: 0.031 hartree
**Energy above the lowest of the compared OMol25 structures with the same formula, charge and spin**: 575.7 kJ/mol
**DFT total energy**: -9430.2752 eV
**SMILES string**: C[C@@]12C[C@@]3(O)[C@H]4[C@@H]1[C@@]432
**Orbital gap**: 0.317 hartree
**Net charge**: 0

Each line ends with the Löwdin charge.
Cartesian coordinates (Å):
C -0.28648 0.68087 -1.05051  0.0651
C 0.68666 -0.12371 0.03256  -0.3644
C -0.36645 -1.15590 0.42759  -0.0444
C 0.29370 1.30901 0.41416  -0.0276
C -1.15478 1.16415 0.20155  -0.1479
C -1.45212 -0.23200 -0.03342  -0.4373
C 2.15458 -0.42716 -0.27194  -0.0213
O -2.68115 -0.69991 -0.11553  0.1037
H -0.43036 -2.08019 -0.00379  0.0949
H -0.30867 -1.34266 1.53053  0.1325
H 0.93364 2.17116 0.55437  0.1318
H -1.90013 2.00231 0.18546  0.1597
H 2.51804 0.43488 -0.95011  0.1138
H 2.26626 -1.32585 -0.77243  0.0474
H 2.80701 -0.34240 0.55692  0.0582
H -3.07973 -0.03261 -0.70541  0.1360

Record 5
The following is a DFT calculation (ωB97M-V with the def2-TZVPD basis set) of an isolated molecule of C7H8O at a distorted geometry.

Summary:
**Multiplicity**: 1
**Lowest unoccupied orbital energy**: -0.017 hartree
**Energy above the lowest of the compared OMol25 structures with the same formula, charge and spin**: 172.5 kJ/mol
**DFT total energy**: -9434.4544 eV
**SMILES string**: CC1=CC=C(C)C1=O
**Orbital gap**: 0.298 hartree
**Net charge**: 0

Each line ends with the Löwdin charge.
Cartesian coordinates (Å):
C 0.55191 0.43219 2.62349  -0.0521
C 0.49362 0.40317 1.08725  -0.1877
C 1.49095 0.45117 0.11364  0.0165
C 0.90983 0.06560 -1.22015  -0.0249
C -0.34801 -0.33548 -1.10169  -0.2345
C -1.26610 -0.68796 -2.19037  -0.0409
C -0.74586 -0.05311 0.33415  -0.3236
H 0.05788 1.36026 3.01746  0.0831
H 1.65222 0.37964 2.97967  0.0987
H -0.03038 -0.48173 2.94336  0.0903
H 2.45052 0.81415 0.32588  0.0843
H 1.34170 0.14228 -2.23327  0.1225
H -0.77533 -0.77511 -3.08151  0.0433
H -2.00379 0.06010 -2.26341  0.0716
H -1.89879 -1.62674 -2.04846  0.1173
O -1.88038 -0.14844 0.71394  0.1361

Record 6
The following is a DFT calculation (ωB97M-V with the def2-TZVPD basis set) of a structure of composition C7H8O at a distorted geometry.

Summary:
**Multiplicity**: 1
**Lowest unoccupied orbital energy**: 0.002 hartree
**Energy above the lowest of the compared OMol25 structures with the same formula, charge and spin**: 1172.5 kJ/mol
**DFT total energy**: -9424.0903 eV
**Orbital gap**: 0.327 hartree
**Net charge**: 0

Each line ends with the Löwdin charge.
Cartesian coordinates (Å):
C 0.07415 -0.18851 0.78099  -0.5955
C -0.01370 0.95943 -0.49715  -0.1080
C 1.30257 1.06362 -1.09219  -0.0590
C -0.13216 -1.70812 0.30665  -0.0694
C -0.30383 -1.89728 -1.06217  -0.0183
C -0.93344 0.33970 1.41019  -0.1892
C -2.16529 0.86229 1.52873  0.1019
H 1.78182 1.31958 0.96769  0.3047
H -1.09563 1.78306 -0.45070  0.1991
H 1.22606 2.01400 -1.73354  0.0630
H 2.22652 0.29767 -0.64798  0.1619
H 0.22930 -2.42777 1.12244  0.1254
H -0.35027 -0.98967 -1.79338  0.0634
H -0.05831 -2.99624 -1.64745  0.1201
H -3.19988 1.52133 1.45940  0.0994
O 1.41208 0.04689 1.34847  -0.1996

Record 7
The following is a DFT calculation (ωB97M-V with the def2-TZVPD basis set) of a structure of composition C7H8O2 at a distorted geometry.

Summary:
**Multiplicity**: 1
**Lowest unoccupied orbital energy**: 0.036 hartree
**Energy above the lowest of the compared OMol25 structures with the same formula, charge and spin**: 661.8 kJ/mol
**DFT total energy**: -11476.7005 eV
**Orbital gap**: 0.363 hartree
**Net charge**: 0

Each line ends with the Löwdin charge.
Cartesian coordinates (Å):
C 0.12993 0.24293 -2.01851  -0.0966
C -0.26321 0.76238 0.13671  -0.4508
C 0.52737 -0.75231 1.07251  -0.2311
C 0.28809 -1.64364 -0.28283  0.0024
C -0.07838 -1.17251 -1.42180  -0.1170
C -0.52117 -0.20168 2.03755  -0.0654
C -0.86219 0.98414 1.66393  0.0773
H -0.53724 0.47870 -2.95366  0.1517
H 1.21818 0.36844 -2.21736  0.1323
H -0.94811 -0.00069 -0.23559  0.1130
H 1.38943 -1.15370 1.55060  0.1345
H 0.37486 -2.76058 -0.34034  0.1214
H -0.23423 -1.79034 -2.18857  0.0644
H -1.10383 -0.84559 2.85233  0.1583
H -1.46514 1.79173 1.96573  0.0907
O -0.24633 1.39888 -1.13819  -0.0816
O 0.99426 0.42565 0.44337  -0.0035

Record 8
The following is a DFT calculation (ωB97M-V with the def2-TZVPD basis set) of a cluster of 2 separate species, C7H8O2 in total at a distorted geometry.

Summary:
**Multiplicity**: 1
**Lowest unoccupied orbital energy**: 0.028 hartree
**Energy above the lowest of the compared OMol25 structures with the same formula, charge and spin**: 505.9 kJ/mol
**DFT total energy**: -11478.3171 eV
**SMILES string**: C#CCOC(C)=O.C#C
**Orbital gap**: 0.393 hartree
**Net charge**: 0

Each line ends with the Löwdin charge.
Cartesian coordinates (Å):
C -1.02498 -1.67937 -0.20343  -0.0622
C -3.27879 1.47092 0.34074  0.0257
C -2.08790 -1.16164 -0.06605  0.0589
C 0.44321 -1.96512 -0.21703  -0.1240
C -2.13782 1.24658 0.07422  -0.0122
C 1.78987 -0.03274 0.30346  -0.5165
C 2.42725 1.28853 -0.28326  0.0146
O 1.78941 -0.23063 1.49899  0.0884
O 1.28158 -0.81614 -0.66441  -0.0266
H -4.13937 1.95231 0.62592  0.0067
H 0.68553 -2.20897 0.82118  0.1154
H -3.03307 -0.93419 0.23388  0.0131
H 0.74446 -2.76148 -1.02709  0.1602
H -1.19121 0.86204 -0.17288  0.0185
H 2.37187 1.31122 -1.35906  0.0580
H 3.48234 1.45015 0.03401  0.0879
H 1.87764 2.20852 0.06081  0.0940